Record 1
89
Properties=species:S:1:pos:R:3 method="wB97M-V/def2-TZVPD" relative_energy_kj_mol=22.3 lumo_energy_ev="-0.35 / -1.12" molar_mass_g_mol=805.1 s2=0.768 multiplicity=2
Ir -0.615 -0.829 0.258
C -0.135 -4.951 1.689
N 0.164 -4.037 0.600
C 1.594 -3.935 0.367
C -0.579 -4.339 -0.589
C -0.315 -5.508 -1.303
C -1.032 -5.853 -2.433
C -2.040 -5.000 -2.873
C -2.309 -3.840 -2.176
C -1.604 -3.489 -1.015
N -1.965 -2.299 -0.358
C -3.273 -2.112 0.014
C -4.237 -3.122 0.160
C -5.531 -2.803 0.534
C -5.907 -1.488 0.778
C -4.951 -0.486 0.672
C -3.652 -0.806 0.332
N -2.588 0.185 0.175
C -2.742 0.784 -1.179
C -2.665 1.245 1.200
H 0.268 -5.964 1.528
H -1.216 -5.028 1.817
H 0.292 -4.559 2.615
H 2.059 -4.895 0.093
H 2.081 -3.573 1.277
H 1.789 -3.220 -0.430
H 0.470 -6.165 -0.944
H -0.814 -6.771 -2.962
H -2.605 -5.232 -3.766
H -3.083 -3.167 -2.525
H -3.961 -4.152 -0.020
H -6.257 -3.599 0.644
H -6.925 -1.244 1.051
H -5.227 0.543 0.864
H -3.701 1.305 -1.230
H -2.736 -0.023 -1.911
H -1.920 1.469 -1.365
H -3.536 1.884 1.029
H -1.766 1.851 1.141
H -2.751 0.782 2.179
C 1.664 -0.986 -2.766
C 2.709 -0.677 -1.731
C 4.036 -0.517 -2.114
C 5.020 -0.220 -1.188
C 4.687 -0.065 0.152
C 3.379 -0.202 0.583
C 3.008 -0.009 2.021
C 2.393 -0.520 -0.370
N 1.085 -0.680 0.023
H 1.805 -0.347 -3.639
H 0.656 -0.826 -2.391
H 1.741 -2.023 -3.100
H 4.292 -0.622 -3.162
H 6.047 -0.104 -1.508
H 5.456 0.174 0.877
H 3.900 0.123 2.632
H 2.442 -0.861 2.403
H 2.380 0.878 2.115
N -0.105 0.689 3.330
C -0.627 -0.489 3.566
N -0.772 -0.898 4.843
S -1.163 -1.613 2.382
H 0.188 1.262 4.107
H 0.086 1.112 2.387
H -0.581 -0.285 5.615
H -1.192 -1.791 5.028
C 2.519 7.672 -1.698
C 1.992 6.362 -1.177
C 2.607 5.160 -1.504
C 2.114 3.940 -1.057
C 2.807 2.656 -1.431
C 0.982 3.928 -0.239
C 0.351 5.122 0.113
C -0.895 5.134 0.962
C 0.863 6.322 -0.369
C 0.443 2.603 0.254
O 0.526 2.362 1.492
O -0.035 1.828 -0.600
H 3.536 7.566 -2.074
H 2.521 8.435 -0.919
H 1.899 8.043 -2.518
H 3.496 5.170 -2.127
H 3.627 2.845 -2.124
H 2.105 1.961 -1.894
H 3.218 2.156 -0.549
H -0.866 4.349 1.714
H -1.784 4.981 0.344
H -1.008 6.095 1.466
H 0.371 7.250 -0.096


Record 2
20
Properties=species:S:1:pos:R:3 method="wB97M-V/def2-TZVPD" relative_energy_kj_mol=355.9 lumo_energy_ev=3.79 total_charge=-1 molar_mass_g_mol=118.2 smiles=NCNCCNC[O-] multiplicity=1
C -0.885 0.591 -0.694
N -1.235 -0.310 0.415
C -2.244 0.340 1.339
O -2.159 1.633 1.362
C 0.508 1.045 -0.530
N 1.535 0.082 -1.134
C 1.598 -1.136 -0.260
N 2.768 -1.976 -0.311
H -1.332 1.598 -0.838
H -0.999 0.095 -1.736
H -1.866 -1.107 -0.031
H -1.917 -0.026 2.357
H -3.252 -0.070 1.197
H 0.738 1.381 0.469
H 0.673 1.980 -1.183
H 1.074 -0.038 -2.043
H 0.664 -1.635 -0.604
H 1.497 -0.720 0.848
H 2.901 -2.485 -1.229
H 3.747 -1.646 -0.030


Record 3
10
Properties=species:S:1:pos:R:3 method="wB97M-V/def2-TZVPD" relative_energy_kj_mol=51.7 lumo_energy_ev=6.76 total_charge=-2 molar_mass_g_mol=118.0 multiplicity=1
C -1.040 -0.540 0.382
C -2.203 -1.183 0.597
C -2.096 0.042 -0.423
O 2.792 0.324 1.600
O 2.841 -0.880 -0.603
O 1.834 1.530 -0.351
P 2.432 0.294 0.154
H 0.002 -0.394 0.373
H -2.503 1.049 -0.275
H -2.060 -0.241 -1.454


Record 4
31
Properties=species:S:1:pos:R:3 method="wB97M-V/def2-TZVPD" relative_energy_kj_mol=331.3 lumo_energy_ev=0.74 molar_mass_g_mol=200.3 smiles=Cc1ccc(O)cc1.Cc1ccccc1 multiplicity=1
C 3.000 -2.152 2.834
C -0.983 -1.158 2.254
C -0.440 -1.286 3.564
C -0.219 -1.053 1.217
C 0.934 -1.430 3.712
C 1.145 -1.363 1.304
C 1.794 -1.494 2.533
H -2.099 -1.055 2.150
H -1.025 -1.684 4.351
H -0.578 -0.839 0.196
H 1.491 -1.349 4.602
H 1.641 -1.637 0.396
H 3.453 -2.572 1.982
H 2.815 -2.960 3.565
H 3.734 -1.493 3.563
C -2.829 2.769 -1.647
C -1.825 1.849 -2.215
C -0.796 2.406 -3.142
C -1.656 0.591 -1.691
C 0.292 1.666 -3.477
C -0.424 -0.009 -1.976
C 0.537 0.432 -2.876
O 1.743 -0.206 -3.011
H -3.729 2.340 -1.269
H -3.469 3.098 -2.531
H -0.735 3.418 -3.414
H -2.313 0.157 -0.930
H 1.056 2.198 -3.958
H -0.326 -1.036 -1.582
H 2.463 0.328 -3.485
H -2.649 3.524 -1.018


Record 5
115
Properties=species:S:1:pos:R:3 method="wB97M-V/def2-TZVPD" relative_energy_kj_mol=10.7 lumo_energy_ev=-2.90 total_charge=+1 molar_mass_g_mol=1121.3 multiplicity=1
Ti 0.451 -0.669 -0.615
N -1.706 -1.937 -4.829
C -1.975 -1.394 -3.448
C -2.716 -0.078 -3.420
C -2.803 0.362 -1.950
N -1.454 0.668 -1.403
C -3.505 -0.702 -1.124
C -2.835 -2.066 -1.183
N -1.551 -2.114 -0.444
C -2.654 -2.486 -2.641
H -1.330 -1.223 -5.449
H -2.541 -2.335 -5.259
H -0.993 -2.691 -4.687
H -0.981 -1.225 -3.061
H -3.735 -0.176 -3.809
H -2.198 0.680 -4.017
H -3.409 1.271 -1.913
H -1.577 1.340 -0.648
H -0.924 1.185 -2.103
H -4.523 -0.810 -1.511
H -3.609 -0.373 -0.095
H -3.518 -2.787 -0.725
H -1.086 -2.995 -0.643
H -1.772 -2.149 0.546
H -3.653 -2.671 -3.055
H -2.086 -3.416 -2.711
O 0.093 -3.713 -3.807
S 1.110 -3.072 -2.970
O 1.996 -3.918 -2.243
O 0.400 -2.095 -2.083
C 2.113 -2.155 -4.124
C 2.395 -2.849 -5.294
C 3.294 -2.343 -6.223
C 3.931 -1.139 -5.981
C 3.650 -0.433 -4.819
C 2.746 -0.933 -3.892
S 2.358 0.148 -2.542
O 2.421 -0.655 -1.276
O 3.284 1.231 -2.583
O 0.926 0.483 -2.689
H 1.926 -3.809 -5.465
H 3.504 -2.904 -7.124
H 4.646 -0.741 -6.688
H 4.127 0.515 -4.619
Te 0.625 2.728 3.451
C -1.008 4.089 3.385
C -0.826 5.394 2.943
C -1.919 6.250 2.898
N -3.151 5.892 3.250
C -3.317 4.648 3.692
C -2.288 3.721 3.786
C 0.211 1.504 1.809
P -0.591 -0.029 1.812
C -2.413 0.169 1.900
C -3.222 -0.878 2.350
C -4.601 -0.742 2.380
C -5.193 0.448 1.971
C -4.399 1.502 1.547
C -3.016 1.360 1.513
C -0.391 -0.866 3.430
C -1.015 -0.251 4.523
C -0.876 -0.759 5.802
C -0.122 -1.906 6.017
C 0.478 -2.540 4.944
C 0.343 -2.020 3.662
P 1.046 1.700 0.310
C 2.795 2.059 0.610
C 3.412 3.254 0.255
C 4.743 3.471 0.582
C 5.462 2.498 1.259
C 4.850 1.303 1.612
C 3.522 1.083 1.290
C 0.418 3.115 -0.656
C 0.899 3.426 -1.930
C 0.351 4.480 -2.645
C -0.677 5.243 -2.103
C -1.148 4.955 -0.832
C -0.603 3.895 -0.118
H 0.146 5.744 2.619
H -1.795 7.271 2.553
H -4.324 4.374 3.991
H -2.495 2.727 4.165
H -2.770 -1.796 2.713
H -5.215 -1.558 2.741
H -6.270 0.557 2.005
H -4.851 2.443 1.257
H -2.395 2.193 1.211
H -1.620 0.633 4.374
H -1.357 -0.258 6.632
H -0.015 -2.306 7.017
H 1.054 -3.446 5.088
H 0.800 -2.560 2.861
H 2.860 4.027 -0.262
H 5.216 4.406 0.311
H 6.499 2.672 1.515
H 5.409 0.540 2.138
H 3.052 0.146 1.566
H 1.714 2.860 -2.362
H 0.739 4.712 -3.629
H -1.094 6.068 -2.665
H -1.927 5.558 -0.383
H -0.956 3.689 0.881
O 2.528 -2.211 1.254
B 1.318 -2.286 0.584
O 0.829 -3.587 0.571
C 1.780 -4.339 1.241
C 1.779 -5.689 1.505
C 2.868 -6.175 2.224
C 3.894 -5.335 2.648
C 3.881 -3.970 2.372
C 2.801 -3.502 1.658
H 0.977 -6.331 1.167
H 2.920 -7.230 2.457
H 4.722 -5.753 3.204
H 4.674 -3.311 2.696


Record 6
108
Properties=species:S:1:pos:R:3 method="wB97M-V/def2-TZVPD" relative_energy_kj_mol=158.1 lumo_energy_ev="0.25 / 0.25" molar_mass_g_mol=1283.2 s2=2.003 multiplicity=3
Ni -1.677 -0.329 -0.230
O -0.958 1.522 0.104
C 0.334 1.281 0.588
C 0.973 -0.148 0.563
O 0.119 -1.189 0.149
H 0.428 1.561 1.664
H 1.063 2.026 0.218
H 1.327 -0.412 1.573
H 1.854 -0.132 -0.107
C -3.351 -5.004 0.906
C -1.897 -5.454 0.799
C -1.083 -4.245 0.320
S -2.163 -3.645 -1.016
O -1.813 -4.189 -2.324
O -2.347 -2.222 -0.843
C -3.659 -4.498 -0.521
H -3.526 -4.276 1.696
H -3.999 -5.878 0.981
H -1.964 -6.352 0.181
H -1.563 -5.761 1.792
H -0.118 -4.428 -0.141
H -1.054 -3.502 1.112
H -3.732 -5.359 -1.186
H -4.531 -3.895 -0.768
C -1.042 0.818 4.618
C -0.331 -0.529 4.344
C -1.419 -1.479 3.860
S -2.730 -0.471 3.061
O -4.012 -0.674 3.667
O -2.603 -0.598 1.622
C -2.028 1.095 3.499
H -0.404 1.692 4.706
H -1.644 0.545 5.492
H 0.201 -0.834 5.242
H 0.438 -0.356 3.585
H -1.911 -2.016 4.680
H -1.172 -2.341 3.239
H -2.787 1.809 3.825
H -1.557 1.557 2.625
C -3.724 3.586 -1.569
C -4.404 3.828 -0.228
C -4.366 2.461 0.518
S -4.745 1.243 -0.726
O -6.120 0.816 -0.561
O -3.654 0.300 -0.698
C -4.551 2.415 -2.156
H -2.669 3.368 -1.412
H -3.873 4.454 -2.209
H -5.381 4.306 -0.295
H -3.814 4.434 0.461
H -4.978 2.328 1.409
H -3.321 2.416 0.833
H -5.570 2.677 -2.429
H -4.090 1.810 -2.935
C 5.388 3.663 -0.709
C 6.364 2.500 -0.317
C 5.772 1.640 0.818
S 4.554 2.631 1.664
O 5.227 3.471 2.640
O 3.409 1.801 1.971
C 4.170 3.672 0.221
H 5.116 3.517 -1.752
H 5.936 4.598 -0.626
H 7.310 2.944 -0.015
H 6.510 1.836 -1.167
H 6.423 1.122 1.511
H 5.089 0.961 0.299
H 3.898 4.682 0.511
H 3.290 3.266 -0.280
C 0.697 0.072 -5.470
C -0.194 -1.197 -5.762
C -1.174 -1.507 -4.674
S -1.462 0.079 -3.769
O -1.365 -0.133 -2.348
O -2.676 0.619 -4.332
C 0.039 0.920 -4.369
H 0.914 0.699 -6.331
H 1.655 -0.295 -5.098
H 0.423 -1.946 -6.256
H -0.656 -0.801 -6.682
H -0.623 -2.076 -3.917
H -2.096 -2.065 -4.795
H 0.766 1.092 -3.575
H -0.181 1.940 -4.686
Br 0.515 -4.590 3.515
C 2.140 -5.076 2.529
C 2.611 -4.050 1.501
Br 4.475 -4.580 1.168
H 1.924 -6.023 2.051
H 2.921 -5.141 3.278
H 2.566 -2.983 1.691
H 2.056 -4.224 0.579
Br 1.606 6.213 1.095
C 0.232 4.854 1.625
C -0.947 5.459 2.282
Br -1.971 6.662 1.129
H 0.686 4.104 2.272
H 0.009 4.382 0.672
H -0.781 6.054 3.172
H -1.680 4.672 2.458
Br 6.218 -1.442 -1.423
C 4.777 -2.593 -2.173
C 3.526 -1.911 -1.625
Br 1.928 -2.482 -2.663
H 4.746 -3.607 -1.785
H 4.756 -2.527 -3.253
H 3.530 -0.837 -1.765
H 3.229 -2.165 -0.615


Record 7
16
Properties=species:S:1:pos:R:3 method="wB97M-V/def2-TZVPD" relative_energy_kj_mol=0.0 lumo_energy_ev=-4.45 total_charge=+1 molar_mass_g_mol=144.1 smiles="N/C(O)=[NH+]/C1(N)N=NN=N1" multiplicity=1
C -0.376 1.452 0.046
C 0.453 -0.980 -0.106
N -0.742 -1.960 0.468
N 1.549 -1.634 0.473
N -0.203 -2.722 1.195
N 1.298 -2.504 1.200
N -0.641 2.438 0.884
N 0.198 0.349 0.558
N 0.386 -0.892 -1.477
O -0.918 1.526 -1.137
H -0.528 2.408 1.901
H -1.172 3.188 0.462
H 0.764 0.541 1.386
H -0.587 -0.971 -1.995
H 1.158 -1.166 -1.990
H -0.639 0.928 -1.868


Record 8
24
Properties=species:S:1:pos:R:3 method="wB97M-V/def2-TZVPD" relative_energy_kj_mol=302.0 lumo_energy_ev=-3.66 total_charge=+1 molar_mass_g_mol=149.2 smiles="C[N@H+]1C=C[C@H]2C=CC=N[C@]21C" multiplicity=1
C -2.321 0.177 -0.737
C -1.786 1.257 -0.194
C 0.473 1.884 -0.009
C 1.509 1.216 -0.490
C -1.784 -1.168 -0.468
C -0.540 1.057 0.679
C 0.118 -0.410 0.656
C 0.321 -0.820 2.120
C 1.437 -1.098 -1.513
N -0.641 -1.415 0.043
N 1.488 -0.239 -0.276
H -3.166 0.383 -1.397
H -1.942 2.233 -0.375
H 0.408 2.993 -0.128
H 2.431 1.485 -1.068
H -2.459 -2.026 -0.885
H -0.884 1.526 1.579
H 0.894 -1.755 2.077
H -0.700 -1.223 2.577
H 0.777 0.100 2.585
H 0.497 -0.862 -1.880
H 2.194 -0.598 -2.131
H 1.492 -2.059 -1.122
H 2.185 -0.640 0.355


Record 9
48
Properties=species:S:1:pos:R:3 method="wB97M-V/def2-TZVPD" lumo_energy_ev=0.02 molar_mass_g_mol=452.9 smiles="O=C(Cc1ccc(Cl)cc1)Nc1ccc(S(=O)(=O)Nc2cnc3ccccc3n2)cc1" multiplicity=1
O -1.757 3.500 3.328
C -0.583 3.337 3.549
N 0.137 2.228 3.192
C -0.289 1.087 2.521
C -1.604 0.913 2.086
C -1.961 -0.252 1.433
C -1.017 -1.237 1.221
C 0.289 -1.083 1.648
C 0.655 0.080 2.295
H 1.672 0.213 2.635
H 0.993 -1.883 1.484
S -1.478 -2.734 0.377
O -2.892 -2.920 0.420
O -0.631 -3.812 0.791
N -1.052 -2.286 -1.212
C -1.240 -3.145 -2.280
N -0.312 -3.155 -3.206
C -0.511 -3.958 -4.276
C 0.449 -4.013 -5.303
C 0.248 -4.837 -6.377
C -0.907 -5.630 -6.471
C -1.858 -5.597 -5.488
C -1.679 -4.761 -4.371
N -2.617 -4.728 -3.393
C -2.413 -3.945 -2.378
H -3.161 -3.918 -1.601
H -2.753 -6.198 -5.536
H -1.038 -6.271 -7.330
H 0.984 -4.884 -7.166
H 1.330 -3.397 -5.214
H -0.138 -1.852 -1.256
H -2.970 -0.418 1.094
H -2.330 1.688 2.267
H 1.122 2.243 3.422
C 0.288 4.369 4.262
C 1.395 4.814 3.349
C 1.108 5.648 2.273
C 2.100 6.037 1.394
C 3.398 5.588 1.588
C 3.704 4.757 2.653
C 2.701 4.373 3.526
H 2.950 3.737 4.364
H 4.718 4.418 2.800
Cl 4.644 6.070 0.493
H 1.872 6.686 0.563
H 0.096 5.992 2.126
H 0.690 3.927 5.176
H -0.353 5.210 4.530


Record 10
21
Properties=species:S:1:pos:R:3 method="wB97M-V/def2-TZVPD" relative_energy_kj_mol=345.7 lumo_energy_ev="-10.04 / -11.54" total_charge=+2 molar_mass_g_mol=137.2 multiplicity=1
C -1.630 -0.385 3.314
C -2.092 0.511 2.367
C -0.525 -1.176 3.057
C -1.399 0.597 1.161
C 0.104 -1.027 1.822
C 1.177 0.291 -1.432
C 0.669 0.143 -3.807
N -0.354 -0.163 0.949
N 2.372 0.540 -1.076
N 0.355 0.264 -2.387
H -2.138 -0.462 4.270
H -2.950 1.143 2.532
H -0.144 -1.896 3.767
H -1.703 1.291 0.390
H 0.965 -1.627 1.565
H 1.741 0.042 -3.973
H 0.296 1.039 -4.316
H 0.153 -0.724 -4.230
H 2.968 1.244 -1.532
H 2.785 0.105 -0.252
H -0.651 0.252 -2.189